# 1
# C68H204N33O12P11S

A 12-piece molecular cluster, C68H204N33O12P11S overall (ωB97M-V/def2-TZVPD, OMol25).

Properties
* charge: 0
* Kohn-Sham gap: 7.639 eV

Structure (XYZ):
```
329
C68H204N33O12P11S ωB97M-V/def2-TZVPD
O -0.55080 16.64917 20.07566
P 0.90422 16.29657 20.02673
N 1.17900 15.14265 18.87428
C 2.04774 13.92303 19.03446
C 0.19344 15.04625 17.72806
N 1.46333 15.62861 21.45565
C 0.55096 15.32974 22.57410
C 2.79598 15.21316 21.83937
N 1.93682 17.55399 19.71398
C 1.41940 18.81369 19.38583
C 3.28012 17.31137 19.06562
H 1.48387 13.08687 19.44797
H 2.97371 14.10052 19.58144
H 2.39658 13.66647 18.03417
H -0.73426 15.42830 18.15413
H 0.13499 14.07282 17.24111
H 0.49899 15.59744 16.83873
H 0.60730 14.29883 22.92359
H 0.64170 16.07988 23.35968
H -0.45678 15.22862 22.17119
H 2.91490 14.12973 21.82730
H 3.60571 15.68328 21.28132
H 3.08558 15.45414 22.86219
H 2.06053 19.49157 18.82232
H 0.45928 18.97055 18.89423
H 1.24217 19.29973 20.34524
H 3.05787 16.78736 18.13604
H 3.94373 16.72614 19.70220
H 3.78366 18.26125 18.88600
O 1.44756 24.47942 24.70472
P 1.60435 24.02023 23.28770
N 3.28792 23.69453 22.94909
C 3.90127 23.41291 21.69361
C 4.21291 23.47383 24.25526
N 0.98945 25.10786 22.08628
C 1.08369 26.49397 22.30454
C 0.56624 24.63307 20.73328
N 0.75958 22.53838 23.07070
C 1.11270 21.47204 22.09337
C -0.48636 22.29776 23.79281
H 3.26666 23.89831 20.95216
H 4.22123 22.39545 21.46893
H 4.75530 24.06213 21.50062
H 4.53690 24.39351 24.74243
H 5.14634 23.00493 23.94395
H 3.86225 22.66130 24.89162
H 1.98460 26.71761 22.87589
H 0.90740 27.00360 21.35729
H 0.26858 26.86431 22.92628
H -0.51827 24.63041 20.62405
H 0.95552 25.27882 19.94616
H 1.02236 23.71562 20.36134
H 0.36706 20.68010 22.16364
H 1.22872 21.91658 21.10492
H 2.01631 21.06381 22.54608
H -1.29637 22.55609 23.11073
H -0.84739 23.00176 24.54256
H -0.58356 21.27357 24.15293
O -6.23831 19.77921 17.97204
P -4.82724 19.44952 17.65528
N -3.79992 19.74388 18.98277
C -4.17641 20.63434 20.01322
C -2.32194 19.42131 19.04159
N -4.29175 20.14413 16.25554
C -4.93564 21.45830 16.03115
C -2.91821 20.11501 15.78792
N -4.66177 17.66184 17.42677
C -4.12330 16.75156 18.50195
C -5.85212 17.26613 16.66037
H -3.71739 20.38403 20.96964
H -5.25724 20.74758 20.09729
H -3.82070 21.63802 19.78037
H -1.99178 18.67578 18.31820
H -2.03427 19.10877 20.04541
H -1.77898 20.36630 19.05834
H -4.33662 22.27031 16.44334
H -5.13146 21.62751 14.97232
H -5.95260 21.36518 16.41223
H -2.35821 20.84600 16.37116
H -2.42897 19.18136 16.06544
H -2.74084 20.38758 14.74757
H -4.67641 17.02101 19.40170
H -4.46884 15.73000 18.34351
H -3.09799 17.02502 18.75105
H -5.81238 16.26259 16.23677
H -5.98972 17.81868 15.73093
H -6.69328 17.31744 17.35169
O -9.25211 9.46469 16.43757
P -8.00452 10.17489 16.72399
N -8.23795 11.83916 16.47739
C -7.24086 12.85442 16.73671
C -9.63803 12.28851 16.52452
N -6.69069 9.89843 15.76442
C -6.13861 8.53644 15.66130
C -6.61485 10.51794 14.52055
N -7.47071 10.20326 18.39589
C -6.02852 10.38764 18.80894
C -8.52579 10.04846 19.45756
H -6.84998 12.65873 17.73523
H -7.56479 13.89004 16.83998
H -6.41939 12.78527 16.02363
H -9.87983 12.51505 17.56294
H -10.42314 11.70826 16.03975
H -9.73816 13.24741 16.01600
H -5.27030 8.41608 16.30911
H -6.82796 7.80243 16.07855
H -5.93368 8.10654 14.68084
H -6.12401 11.48602 14.62050
H -6.17676 9.80648 13.82056
H -7.60106 10.70099 14.09396
H -5.59924 9.43037 19.10467
H -5.46591 10.79855 17.97065
H -5.88820 11.19913 19.52301
H -8.62461 8.99519 19.72010
H -9.53201 10.21496 19.07298
H -8.62176 10.96863 20.03391
O -3.20753 24.15912 9.22697
P -3.81548 22.93436 9.87995
N -5.09815 23.37314 10.99978
C -6.39186 22.70955 11.34682
C -4.86582 24.38388 12.07401
N -2.64280 22.21193 10.97991
C -1.11548 22.48213 10.79183
C -2.97591 21.24822 11.96176
N -4.37955 21.70824 8.89886
C -5.54645 21.96365 7.96200
C -4.34654 20.25895 9.15119
H -6.32372 22.30307 12.35590
H -6.56891 21.93530 10.60031
H -7.25362 23.37592 11.38434
H -4.63729 25.28032 11.49759
H -4.03361 24.14211 12.73512
H -5.65424 24.69104 12.76114
H -0.44560 21.62230 10.79853
H -0.89552 23.01247 9.86531
H -0.79043 23.16072 11.58047
H -3.90809 20.81656 11.59733
H -2.23408 20.46123 12.09755
H -3.05690 21.66662 12.96500
H -5.77160 23.02868 8.01773
H -5.26445 21.92234 6.90992
H -6.47141 21.40613 8.10942
H -5.18752 19.89399 9.74082
H -3.43182 20.01160 9.68988
H -4.33401 19.77233 8.17592
O -9.92815 21.31802 17.34011
P -10.65535 20.16588 16.74913
N -9.89934 19.51795 15.37406
C -8.43728 19.32547 15.28696
C -10.66763 18.57815 14.43968
N -12.32176 20.43144 16.41376
C -13.27955 20.55528 17.61861
C -12.58329 21.50543 15.41819
N -10.64648 18.79165 17.74165
C -11.25029 17.56204 17.27033
C -9.42026 18.39319 18.40860
H -8.17720 18.42501 14.73051
H -7.89784 19.23247 16.22954
H -8.09511 20.28289 14.89406
H -11.64225 18.35605 14.87434
H -10.11579 17.64522 14.32476
H -10.81945 18.88953 13.40619
H -13.11685 21.40678 18.27936
H -14.30907 20.59740 17.26308
H -13.05799 19.65209 18.18717
H -13.58104 21.93893 15.48649
H -11.97382 22.36748 15.68933
H -12.44390 21.19763 14.38188
H -10.85390 17.11256 16.35987
H -11.16962 16.80123 18.04672
H -12.29729 17.81852 17.10875
H -8.71298 19.19161 18.63299
H -8.82093 17.67607 17.84767
H -9.67838 17.87390 19.33154
O -3.40021 18.08327 12.47026
P -2.65358 16.75128 12.54442
N -2.87556 15.74870 11.23131
C -3.22000 16.36999 9.92971
C -2.34231 14.36206 11.14630
N -3.10028 15.72028 13.87422
C -4.36998 14.94744 13.83496
C -2.69382 16.05242 15.19558
N -0.91696 16.97546 12.55011
C 0.06636 15.85658 12.63909
C -0.32184 18.18959 12.06013
H -2.71070 15.98386 9.04675
H -2.81860 17.37374 10.06921
H -4.30958 16.35949 9.90116
H -2.99621 13.84056 10.44734
H -2.37131 13.79598 12.07733
H -1.36222 14.40240 10.67101
H -5.23615 15.60309 13.92434
H -4.19832 14.46336 12.87356
H -4.31987 14.07810 14.49057
H -3.33276 16.83911 15.59677
H -2.48975 15.24577 15.89969
H -1.68742 16.45032 15.06550
H 0.62666 16.19760 13.50965
H -0.56077 14.97152 12.74621
H 0.62608 15.72307 11.71336
H 0.52263 18.00656 11.39570
H 0.10912 18.69953 12.92173
H -1.16456 18.73395 11.63401
O 0.98638 10.81566 17.40286
P -0.42063 10.61530 16.96532
N -1.60142 10.88347 18.13040
C -2.06904 9.83646 19.02790
C -1.44432 12.16575 18.80901
N -0.86478 9.18673 16.16507
C -2.20990 8.66698 16.00671
C 0.11696 8.70960 15.21834
N -0.78324 11.72199 15.65146
C -2.13386 12.20705 15.39216
C 0.15734 12.04637 14.58320
H -2.45614 8.93141 18.55979
H -2.77141 10.26395 19.74345
H -1.25929 9.50316 19.67702
H -0.57333 12.15895 19.46432
H -2.26797 12.33039 19.50370
H -1.34274 13.01720 18.13610
H -2.96510 9.38072 16.33584
H -2.35925 8.43429 14.95236
H -2.28394 7.73889 16.57352
H -0.22114 9.11172 14.26330
H 1.07925 9.08945 15.56157
H 0.19666 7.62430 15.28045
H -2.36953 12.91426 16.18741
H -2.24203 12.69513 14.42357
H -2.97241 11.51601 15.47811
H 0.05534 13.04795 14.16544
H 0.02635 11.44609 13.68287
H 1.15358 12.02003 15.02470
O -6.25267 16.16639 24.73705
P -5.31672 16.09587 23.56021
N -6.19581 16.28405 22.07586
C -6.72211 17.57947 21.68354
C -6.61797 15.09711 21.41285
N -4.44498 14.56269 23.50539
C -3.67693 14.16525 22.35787
C -4.81391 13.48858 24.46886
N -4.05430 17.23928 23.64339
C -3.67103 17.70129 24.98530
C -2.97171 17.43716 22.63784
H -7.32691 18.12334 22.40916
H -7.36250 17.68385 20.80770
H -5.93135 18.30994 21.51261
H -5.71057 14.61624 21.04749
H -7.13740 15.27270 20.47079
H -7.05707 14.44289 22.16603
H -2.61648 14.15627 22.60980
H -4.10365 13.28650 21.87431
H -3.85559 14.88383 21.55798
H -3.93347 13.17615 25.03040
H -5.55047 13.80553 25.20717
H -5.18479 12.64481 23.88695
H -4.51934 17.58756 25.66025
H -2.94573 17.03785 25.45635
H -3.37320 18.74981 24.98395
H -2.70164 18.48729 22.52645
H -3.48502 17.05952 21.75354
H -2.10466 16.79630 22.79789
O -7.34138 23.98857 22.49064
P -8.16574 24.99215 21.73924
N -8.02823 24.99629 19.98097
C -6.71362 25.11881 19.41821
C -8.95161 24.15077 19.19888
N -7.87121 26.61291 22.27652
C -8.25369 27.75881 21.42754
C -7.64946 26.90499 23.64037
N -9.89362 24.73746 21.97505
C -10.47535 23.74112 22.79365
C -10.90597 25.72697 21.56864
H -6.68530 25.79518 18.56391
H -6.32432 24.17254 19.04254
H -5.89878 25.48166 20.04469
H -9.27477 23.22552 19.67592
H -8.71518 23.89696 18.16554
H -9.88969 24.66924 19.00063
H -9.19232 28.12726 21.84146
H -7.34753 28.36090 21.49428
H -8.48417 27.39260 20.42711
H -8.64650 26.78686 24.06471
H -6.91618 26.25776 24.12150
H -7.30871 27.93040 23.78360
H -10.90071 22.91250 22.22746
H -9.75480 23.21336 23.41845
H -11.01094 24.24742 23.59670
H -10.81002 25.61467 20.48869
H -10.77131 26.75090 21.91723
H -11.89539 25.30779 21.75152
O 0.17648 27.67384 15.94470
P 0.34996 27.06049 14.63564
N 0.36193 25.38674 14.54192
C 1.11086 24.71625 13.51455
C -0.10077 24.46930 15.63210
N 1.93785 27.56861 14.04147
C 3.07997 27.69662 14.95222
C 2.23732 27.54556 12.58447
N -0.89051 27.61577 13.48977
C -1.11385 29.09783 13.46450
C -1.86672 26.70702 12.94484
H 0.73704 23.70089 13.38262
H 2.08057 24.57588 13.99210
H 1.12620 25.23308 12.55499
H -0.89267 24.90817 16.23903
H 0.81077 24.26412 16.19344
H -0.41842 23.46240 15.36124
H 4.00190 28.03758 14.48117
H 2.84892 28.41979 15.73435
H 3.25308 26.68776 15.32682
H 2.12644 26.59890 12.05567
H 1.40800 28.05007 12.08870
H 3.24127 27.96433 12.51516
H -1.87408 29.33535 14.20863
H -0.13803 29.57705 13.54351
H -1.52639 29.37947 12.49568
H -2.56282 26.41420 13.73084
H -1.39450 25.80517 12.55529
H -2.39551 27.25243 12.16316
C -6.52897 21.80490 25.04819
S -7.48903 22.74953 26.32809
O -8.90375 22.97920 25.85539
C -7.82778 21.41076 27.63286
H -7.23413 21.19447 24.48408
H -5.70386 21.21748 25.45098
H -6.05555 22.52667 24.38260
H -6.87500 20.88507 27.56998
H -8.77713 21.06575 27.22323
H -8.13714 21.85631 28.57830
```


# 2
# C45H46Cl5InN7O2SSi

C45H46Cl5InN7O2SSi as an isolated structure (ωB97M-V/def2-TZVPD, OMol25).

Properties
* charge: +1
* Kohn-Sham gap: 6.649 eV

Structure (XYZ):
```
108
C45H46Cl5InN7O2SSi ωB97M-V/def2-TZVPD
In -1.00590 -0.41853 -0.79634
C -3.13103 -3.67224 -0.96469
N -2.51147 -2.77222 -1.94038
C -1.53681 -3.49171 -2.74651
C -0.20576 -3.71302 -2.06217
C 0.56116 -4.84306 -2.32300
C 1.82851 -4.93181 -1.76781
C 2.28852 -3.89427 -0.96851
C 1.45035 -2.81418 -0.75389
N 0.23342 -2.73104 -1.28357
C -3.50118 -2.14551 -2.81539
C -4.50301 -1.25639 -2.11874
C -5.57704 -0.75888 -2.85413
C -6.48222 0.07724 -2.23065
C -6.30238 0.37253 -0.88528
C -5.21240 -0.17824 -0.23903
N -4.31858 -0.96649 -0.83702
C -2.67267 -3.54562 0.46963
C -2.86896 -4.61682 1.34006
C -2.57387 -4.45899 2.68142
C -2.09052 -3.23299 3.11882
C -1.90579 -2.24065 2.17353
N -2.17679 -2.38980 0.88207
H -2.99283 -4.71646 -1.27611
H -4.20842 -3.50278 -0.95328
H -1.35543 -2.91485 -3.65728
H -1.92632 -4.46618 -3.08211
H 0.16546 -5.63426 -2.94674
H 2.44746 -5.79972 -1.95487
H 3.26950 -3.92000 -0.51343
H 1.75619 -1.97851 -0.13046
H -4.05298 -2.90049 -3.40122
H -2.96517 -1.52499 -3.53204
H -5.68985 -1.02628 -3.89734
H -7.32070 0.48596 -2.77917
H -6.99187 1.01080 -0.35070
H -5.04082 0.01861 0.81452
H -3.25488 -5.55534 0.96275
H -2.72459 -5.27450 3.37670
H -1.86175 -3.05207 4.16040
H -1.52706 -1.26186 2.45865
C -2.70808 3.62595 3.02772
C -1.45165 2.86092 3.41300
S -0.71136 2.07893 1.97760
O 0.56918 1.46257 2.66297
C -0.15180 3.47974 1.01680
C 0.75752 4.47045 1.71838
H -3.20730 3.96075 3.93547
H -3.40668 3.00131 2.47029
H -2.47876 4.50589 2.42833
H -1.67278 2.01931 4.07136
H -0.69472 3.48157 3.89089
H -1.09350 3.92226 0.67377
H 0.30909 3.01385 0.14255
H 0.35175 4.83584 2.66108
H 0.88149 5.33414 1.06479
H 1.74542 4.05550 1.90886
C 3.02154 -3.33193 2.69994
C 4.07628 -2.42866 2.64620
C 3.81826 -1.07058 2.53385
C 2.50444 -0.59768 2.46314
C 1.45947 -1.51862 2.51571
C 1.71220 -2.87720 2.63627
Si 2.21987 1.21897 2.27792
C 3.19223 2.25015 3.46803
C 2.84272 2.32938 4.81920
C 3.59219 3.09091 5.70146
C 4.71128 3.77760 5.24684
C 5.07673 3.70556 3.91131
C 4.31679 2.94988 3.02842
H 3.22290 -4.39125 2.79470
H 5.09753 -2.78186 2.70351
H 4.65190 -0.37581 2.51558
H 0.43817 -1.17491 2.44186
H 0.88645 -3.57780 2.67003
H 2.44759 1.72190 0.91299
H 1.97966 1.78675 5.19028
H 3.31101 3.14583 6.74496
H 5.29842 4.36954 5.93657
H 5.94787 4.24068 3.55696
H 4.60267 2.91433 1.98180
C 3.55087 3.18668 -1.91252
N 3.18241 1.87092 -2.42438
C 4.02565 1.22170 -3.26379
C 3.72627 0.00963 -3.76421
C 2.46370 -0.54053 -3.37658
N 1.62897 0.08043 -2.56538
C 1.96166 1.29014 -2.04350
O 1.24094 1.88977 -1.25189
N 2.11429 -1.75960 -3.82724
H 3.86893 3.82421 -2.73575
H 4.35782 3.10293 -1.18357
H 2.67908 3.61961 -1.43525
H 4.94406 1.74070 -3.50458
H 4.39654 -0.50423 -4.43514
H 2.62784 -2.18052 -4.58036
H 1.15445 -2.03312 -3.69585
Cl -0.89560 -0.53461 -4.72540
C -1.37338 0.96714 -3.93021
C -1.84971 0.92361 -2.63504
C -2.24416 2.14603 -2.13465
Cl -2.93015 2.20010 -0.49482
C -2.13133 3.35740 -2.80746
Cl -2.58650 4.85341 -2.07592
C -1.61195 3.34826 -4.10038
Cl -1.43170 4.81876 -4.97331
C -1.24000 2.13433 -4.67895
Cl -0.60655 2.11831 -6.28201
```


# 3
# C9H9FO4S

One molecule with the formula C9H9FO4S (ωB97M-V/def2-TZVPD, OMol25).

Properties
* charge: 0
* Kohn-Sham gap (spin up / spin down): 8.976 / 5.699 eV

Structure (XYZ):
```
24
C9H9FO4S ωB97M-V/def2-TZVPD
C -0.19005 0.61599 -1.20752
C 1.59588 -2.70085 -0.06167
C -3.21635 1.33560 0.63393
C -0.04814 -0.69116 -0.34398
C 1.36056 -1.22725 0.14272
C -2.05530 0.78101 0.19198
C -1.40805 1.35756 -0.97224
C 2.30208 -0.38134 0.76032
C -1.06066 -0.19831 0.75952
O 3.44440 -0.67867 1.02956
O 2.09262 2.01634 -1.36412
O 0.56493 2.99803 0.21016
O 1.81310 0.97304 0.88471
F 0.95213 -3.25444 -1.14940
S 1.15721 1.78898 -0.33849
H 0.33111 0.47057 -2.11347
H -1.62661 2.33223 -1.39123
H 2.61819 -2.88333 -0.24992
H 1.23669 -3.36590 0.71707
H -3.61968 0.94991 1.61014
H -3.83090 2.13556 0.14252
H -0.38968 -1.51019 -0.80520
H -0.37365 0.20736 1.54625
H -1.64984 -1.07075 1.36840
```


# 4
# C4H5NO

A 4-piece molecular cluster, C4H5NO overall (ωB97M-V/def2-TZVPD, OMol25).

Properties
* charge: 0
* Kohn-Sham gap: 7.645 eV

Structure (XYZ):
```
11
C4H5NO ωB97M-V/def2-TZVPD
C -1.76868 1.12915 1.60050
C -0.79807 0.54028 0.67286
C 0.03544 0.01856 -0.01282
C 1.09653 -0.51823 -0.85227
H -3.23315 0.20612 1.08213
H -1.68514 2.87234 1.17332
H -1.19595 0.76323 3.31229
H 2.08586 0.08033 -0.92208
H 2.69409 -1.40532 -2.21763
N 0.86321 -1.66040 -1.49007
O 1.90588 -2.02607 -2.34622
```


# 5
# C2H6GaO2

C2H6GaO2 as an isolated structure (ωB97M-V/def2-TZVPD, OMol25).

Properties
* charge: +2
* Kohn-Sham gap (spin up / spin down): 8.956 / 9.316 eV
* spin multiplicity: 2

Structure (XYZ):
```
11
C2H6GaO2 ωB97M-V/def2-TZVPD
O -1.69627 2.38489 0.91995
Ga -2.17681 0.51001 -0.32475
C -1.30423 2.23272 -2.29443
C -0.16143 1.45235 -2.85346
H -1.06213 2.78649 0.11460
H -1.55002 3.22559 -2.69405
H 0.19355 0.70058 -2.12994
H -0.43670 0.95271 -3.79252
H 0.69855 2.11201 -3.07615
O -2.25571 1.62194 -1.54384
H -2.49367 2.33843 0.19190
```